Computed, not measured: a 2-piece molecular cluster, C4H8NO2 overall, with ωB97M-V with the def2-TZVPD basis set.

Kohn-Sham gap (spin up / spin down): 0.3170 / 0.2398 hartree
2S+1: 3
E_HOMO (spin up / spin down): -0.453 / -0.523 Eh
Energy above the lowest of the compared OMol25 structures with the same formula, charge and spin: 3.197 eV
Total charge: +1

Bonds (Å) are listed after each position.
Element x y z (Å)
1 C -1.6695 0.8782 -1.0400  C2 1.306, O6 1.330, H8 1.049
2 C -0.6467 1.4478 -0.4612  C1 1.306, O7 1.274
3 C 0.6181 -0.6007 1.6324  N5 1.438, H9 1.003, H10 1.153, H11 0.999
4 C 1.4045 -1.2378 -0.4501  N5 1.262, H13 1.108, H14 1.142
5 N 0.6015 -0.5114 0.1974  C3 1.438, C4 1.262
6 O -2.1779 -0.3399 -1.2048  C1 1.330, H12 1.035
7 O 0.1523 2.3569 -0.0636  C2 1.274, H15 1.020
8 H -2.4846 1.4960 -1.2734  C1 1.049
9 H 1.1367 0.1329 2.0774  C3 1.003
10 H 1.0146 -1.6597 1.8575  C3 1.153
11 H -0.3455 -0.4800 1.8688  C3 0.999
12 H -1.7054 -1.1790 -0.8263  O6 1.035
13 H 1.3137 -1.3505 -1.5490  C4 1.108
14 H 2.2158 -1.8817 0.0303  C4 1.142
15 H 0.5724 2.9290 -0.7956  O7 1.020

Partial charges, natural (NBO), in e: number 1, C, carries 0.179; number 2, C, carries 0.540; number 3, C, carries -0.425; number 4, C, carries -0.015; number 5, N, carries -0.454; number 6, O, carries -0.506; number 7, O, carries -0.598; number 8, H, carries 0.201; number 9, H, carries 0.217; number 10, H, carries 0.199; number 11, H, carries 0.197; number 12, H, carries 0.544; number 13, H, carries 0.186; number 14, H, carries 0.179; number 15, H, carries 0.558